No. 1
The following is a quantum chemistry calculation of a cluster of 3 separate species, C2H6N2O3 in total, from the Open Molecules 2025 dataset.

The HOMO-LUMO gap (spin up / spin down) comes out at 8.84 / 7.72 eV. As for the net charge: 0. The value obtained for the HOMO energy (spin up / spin down) is -8.893 / -7.662 eV.

Last column: Löwdin charge in e.
Element x y z (Å)
C1 1.208172 1.937520 -0.335379  0.058
N1 0.042671 0.099318 0.259184  -0.026
N2 -1.570264 -1.419453 0.392627  0.040
C2 -0.656509 0.826656 -0.507836  -0.376
O1 1.025093 -0.781537 -0.161158  -0.045
O2 -0.691250 -2.501108 0.806297  -0.159
O3 -1.600934 1.449384 -0.797161  0.187
H1 0.688529 -1.637737 0.238264  0.080
H2 -0.867653 -2.552917 1.756321  0.098
H3 -1.715371 -1.686833 -0.587312  0.057
H4 1.483135 1.801073 -1.374384  0.030
H5 1.950240 1.607491 0.377533  0.026
H6 0.704141 2.858144 -0.066998  0.031

Cartesian forces, eV/Å:
C 0.277 0.716 -0.519
N -1.118 -0.954 -0.065
N -0.048 -1.564 0.736
C 0.988 0.677 0.822
O -0.165 -0.058 0.013
O -0.921 0.722 -0.276
O 0.434 -0.396 -0.186
H 0.268 0.635 -0.197
H 0.180 0.098 -0.106
H 0.238 0.170 -0.094
H 0.021 0.147 -0.001
H -0.119 -0.186 0.002
H -0.033 -0.007 -0.130

---

No. 2
The following is a quantum chemistry calculation of the molecule C2H6N2O3, from the Open Molecules 2025 dataset.

The HOMO-LUMO gap comes out at 11.08 eV. As for the net charge: 0. Its SMILES is [H]/N=[N+](\[O-])O[C@@H](C)O. The value obtained for the HOMO energy is -10.522 eV.

Last column: Löwdin charge in e.
Element x y z (Å)
H1 -0.033037 0.695670 2.568331  0.168
N1 0.069349 0.436514 1.482206  0.083
N2 0.760033 1.249330 0.813687  -0.431
O1 1.296084 2.302286 1.097967  0.055
O2 1.036667 0.894226 -0.507645  -0.005
C1 -0.250924 -0.031752 -1.047101  -0.377
C2 -0.031744 -1.412494 -0.554859  -0.047
O3 -1.362125 0.549976 -0.665215  0.018
H2 -0.180656 0.135621 -2.086398  0.137
H3 0.994006 -1.700657 -0.665641  0.075
H4 -0.563459 -2.085360 -1.302757  0.116
H5 -0.260247 -1.468164 0.524720  0.075
H6 -1.473948 0.434806 0.342706  0.131

Cartesian forces, eV/Å:
H 0.706 0.115 -3.336
N -0.444 0.375 3.340
N 1.564 0.879 -1.026
O -0.427 -0.406 0.813
O -2.341 -1.133 0.597
C 1.846 0.593 1.177
C -0.306 -1.270 -0.887
O -2.108 0.746 2.100
H 0.697 0.030 -1.154
H 0.755 0.012 -0.065
H 0.108 0.545 1.446
H -0.377 -0.502 -1.041
H 0.326 0.016 -1.965

---

No. 3
The following is a quantum chemistry calculation of a structure of composition C2H6N2O3S, from the Open Molecules 2025 dataset.

The HOMO-LUMO gap comes out at 10.58 eV. As for the net charge: 0. The value obtained for the HOMO energy is -9.790 eV.

Last column: Löwdin charge in e.
Element x y z (Å)
C1 -0.521751 0.604816 -0.428874  -0.107
C2 -0.288366 -0.557878 0.502577  -0.530
N1 -1.297632 1.631239 0.096196  0.126
N2 -0.237890 -1.741554 -0.278100  0.085
O1 2.467307 -0.639599 -0.971756  -0.433
O2 1.177427 1.377935 -0.310773  -0.416
O3 0.845855 -0.374717 1.247874  -0.269
S1 2.161284 0.249113 0.148056  0.940
H1 -0.582617 0.388443 -1.423671  0.112
H2 -1.106351 -0.653325 1.128418  0.134
H3 -0.920781 1.891228 0.983708  0.105
H4 -1.605129 2.350159 -0.529147  0.102
H5 0.723718 -2.068765 -0.275704  0.074
H6 -0.815076 -2.457097 0.111194  0.075

Cartesian forces, eV/Å:
C 0.552 3.412 3.419
C 1.068 -0.205 -1.459
N 0.607 -2.041 -1.168
N 0.433 -1.022 -0.814
O -0.666 0.200 1.000
O -0.386 -1.475 -0.564
O 2.031 0.063 -0.048
S -1.101 0.838 0.259
H -0.292 -0.411 -2.536
H -1.743 0.334 1.537
H -0.266 0.584 0.522
H 0.204 0.345 0.012
H -0.212 -0.156 -0.380
H -0.229 -0.465 0.219

---

No. 4
The following is a quantum chemistry calculation of the molecule C2H6N2O4, from the Open Molecules 2025 dataset.

The HOMO-LUMO gap comes out at 10.17 eV. As for the net charge: 0. Its SMILES is C[C@H](O)N(O)[N+](=O)[O-]. The value obtained for the HOMO energy is -9.917 eV.

Last column: Löwdin charge in e.
Element x y z (Å)
C1 -1.657059 -0.377189 -0.699878  -0.026
C2 -0.563989 -0.382314 0.349767  -0.515
O1 -0.768525 0.269287 1.474660  0.032
N1 0.621643 0.088075 -0.354394  -0.027
O2 0.573382 1.446539 -0.257336  -0.024
N2 2.046514 -0.386637 0.046755  -0.342
O3 2.323425 -1.537707 -0.023829  0.126
O4 2.798710 0.515906 0.302731  0.080
H1 -2.597119 -0.849340 -0.392691  0.081
H2 -1.783240 0.745066 -0.980029  0.122
H3 -1.400581 -1.051935 -1.514602  0.079
H4 -0.414119 -1.439802 0.735889  0.176
H5 -0.696323 1.232138 1.400229  0.115
H6 1.517278 1.727912 -0.087267  0.123

Cartesian forces, eV/Å:
C -0.695 1.475 -0.323
C 0.401 -4.067 -0.653
O -0.945 1.954 3.184
N 2.162 -1.352 -1.248
O 1.240 1.568 0.133
N -1.730 0.789 0.519
O -0.749 -0.646 -0.154
O 0.400 0.809 -0.076
H 0.076 0.678 0.696
H -0.172 -2.131 -0.072
H 0.558 0.630 -0.399
H 0.286 0.848 -1.100
H -0.061 -0.235 -0.394
H -0.770 -0.319 -0.112

---

Short version: M = 106.08, 106.08, 138.15, 122.08 g mol⁻¹, in the order given.